Formula: CH3N3S
Source: the OMol25 dataset
Level of theory: ωB97M-V/def2-TZVPD

```
8
Properties=species:S:1:pos:R:3:lowdin_charge:R:1
C 0.58006 -0.13041 0.50886 -0.48
N -0.50636 0.65911 1.01197 -0.11
N -1.42085 0.87280 0.23131 -0.24
N -1.31744 0.37113 -0.95565 -0.30
S 0.15506 -0.55361 -1.24934 0.88
H 1.51101 0.43981 0.54123 0.07
H 0.68989 -1.04419 1.09691 0.07
H -2.02096 0.49578 -1.66227 0.10
```

Output
Lowest unoccupied orbital energy (spin up / spin down) (Eh): 0.011 / -0.070
HOMO-LUMO gap (spin up / spin down) (eV): 5.4214 / 7.0674
Spin multiplicity: 3
<S²>: 2.01
ΔE to the lowest compared entry with this formula, charge and spin (kcal per mole): 36.1

---

Formula: C34H45BrN3O2S5SbTa
Source: the OMol25 dataset
Level of theory: ωB97M-V/def2-TZVPD

```
92
Properties=species:S:1:pos:R:3:lowdin_charge:R:1
Ta -1.26181 1.02559 1.32176 1.23
C 1.72402 -3.05033 -5.17456 -0.05
C 2.51829 -3.03072 -3.86165 -0.55
C 3.95367 -2.60948 -4.17720 -0.06
C 2.54889 -4.44490 -3.26507 -0.05
C 1.84691 -2.08903 -2.86534 -0.18
C 0.52788 -2.30157 -2.49548 -0.11
C -0.07300 -1.47518 -1.57225 -0.53
Br -1.88507 -1.87396 -1.17357 0.91
C 0.58929 -0.40817 -0.94392 -0.31
O -0.06014 0.33261 -0.03147 -0.32
C 1.92978 -0.17591 -1.31340 -0.08
C 2.49740 -1.02269 -2.26851 0.01
C 2.82831 0.96671 -0.80431 -0.51
C 4.27518 0.47450 -0.61170 -0.05
C 2.39238 1.57804 0.52438 -0.09
C 2.82318 2.07585 -1.86805 -0.03
H 2.20227 -3.71779 -5.89592 0.08
H 1.67486 -2.05009 -5.60913 0.09
H 0.70217 -3.39939 -5.02134 0.08
H 4.38544 -3.30295 -4.90183 0.08
H 4.58258 -2.62449 -3.28500 0.09
H 3.99176 -1.60681 -4.60759 0.09
H 3.01513 -5.14496 -3.96339 0.08
H 1.54180 -4.80293 -3.04561 0.08
H 3.11722 -4.45527 -2.33279 0.08
H -0.05064 -3.11483 -2.91291 0.10
H 3.51899 -0.82898 -2.55184 0.09
H 4.30660 -0.40475 0.03450 0.07
H 4.85376 1.26626 -0.13392 0.09
H 4.77960 0.23061 -1.54735 0.07
H 2.24091 0.82054 1.29260 0.06
H 1.47932 2.15621 0.42691 -0.02
H 3.16805 2.26085 0.87727 0.10
H 3.17615 1.70446 -2.83334 0.08
H 3.46983 2.89779 -1.55153 0.09
H 1.81491 2.47417 -2.00117 0.08
S -0.09342 5.41118 5.73643 -0.34
Sb 1.65640 5.21166 4.26954 0.13
S 0.05647 2.30549 2.75737 0.06
S -0.64625 3.49404 1.18070 0.05
S 3.38711 4.14295 5.25838 -0.43
C -3.17521 5.14920 3.81690 -0.04
N -3.03482 3.70285 3.71371 -0.15
C -2.57640 3.00861 4.91358 -0.05
C -3.15560 3.10234 2.56071 -0.40
O -2.99875 1.85701 2.39416 -0.28
H -3.95852 5.39025 4.53762 0.09
H -3.43475 5.55757 2.84197 0.09
H -2.22514 5.57302 4.15379 0.01
H -3.34583 3.09185 5.68406 0.10
H -1.65781 3.48332 5.26296 -0.02
H -2.39076 1.96680 4.67381 0.07
H -3.44750 3.73696 1.72509 0.12
C -0.83410 -2.16304 4.20061 -0.05
C -1.27288 -1.98290 2.73145 -0.58
C -2.52089 -2.84874 2.51836 -0.09
C -1.64649 -0.52346 2.49570 -0.29
C -0.10568 -2.41944 1.84659 -0.20
C -0.15836 -3.52220 1.00148 -0.09
C 0.93642 -3.88517 0.22193 -0.09
C 2.11205 -3.15810 0.28544 -0.09
C 2.18305 -2.05988 1.13503 -0.07
C 1.08771 -1.69488 1.89794 -0.05
H -1.66637 -1.92480 4.86763 0.08
H -0.00503 -1.49947 4.44613 0.08
H -0.51887 -3.19302 4.38841 0.09
H -3.32040 -2.47787 3.16427 0.08
H -2.33412 -3.89337 2.78542 0.08
H -2.86869 -2.80353 1.48648 0.04
H -2.21801 -0.17785 3.37038 0.03
H -1.06913 -4.10042 0.92128 0.09
H 0.85901 -4.73540 -0.44605 0.10
H 2.96289 -3.43278 -0.32660 0.09
H 3.09336 -1.47596 1.19866 0.09
H 1.14558 -0.81585 2.52995 0.10
N -4.44381 -0.11255 0.68189 0.12
C -3.99012 0.60838 -0.34462 -0.74
N -2.83049 1.21483 -0.37136 -0.05
C -2.58041 1.76841 -1.63440 -0.30
C -1.43020 2.44982 -2.01915 -0.04
C -1.34062 2.92097 -3.31735 -0.07
C -2.37542 2.73367 -4.23253 -0.09
C -3.52986 2.06802 -3.85730 -0.10
C -3.61155 1.59148 -2.55864 -0.47
S -4.92367 0.71159 -1.81706 1.08
H -3.84737 -0.21694 1.49876 0.06
H -5.34383 -0.55174 0.64237 0.10
H -0.63416 2.61531 -1.30580 0.04
H -0.44533 3.44683 -3.62310 0.10
H -2.27808 3.10966 -5.24239 0.10
H -4.34124 1.91629 -4.55689 0.10
```

Output
Net charge: -1
Lowest unoccupied orbital energy (Eh): 0.061
HOMO-LUMO gap (eV): 5.6279
ΔE to the lowest compared entry with this formula, charge and spin (kcal per mole): 34.6

---

Formula: C2H8N2O3S
Source: the OMol25 dataset
Level of theory: ωB97M-V/def2-TZVPD

```
16
Properties=species:S:1:pos:R:3:lowdin_charge:R:1
C -1.67558 0.69860 2.41937 -0.02
C -2.03698 -0.42535 -0.88599 -0.15
N 1.96992 -0.89603 -1.00716 -0.21
N -1.36243 0.40133 1.20147 -0.02
O 3.78969 0.58272 -1.50384 -0.48
O 2.13241 1.13810 0.43582 -0.34
O -2.43125 -0.11971 0.39041 -0.20
S 3.21867 0.05785 -0.27982 0.85
H 1.66211 1.68102 -0.20677 0.05
H -2.63524 0.47188 2.88049 0.08
H -0.64497 1.02331 2.76950 0.09
H -0.97935 -0.24577 -1.05724 0.06
H -2.63018 0.08102 -1.66638 0.09
H -2.21750 -1.47177 -1.05190 0.07
H 1.55142 -1.75309 -0.52188 0.08
H 2.28927 -1.22412 -1.91609 0.03
```

Output
Lowest unoccupied orbital energy (Eh): 0.026
HOMO-LUMO gap (eV): 10.4268
ΔE to the lowest compared entry with this formula, charge and spin (kcal per mole): 81.3

---

Formula: C35H34CoN2P2S2SbSe4
Source: the OMol25 dataset
Level of theory: ωB97M-V/def2-TZVPD

```
81
Properties=species:S:1:pos:R:3:lowdin_charge:R:1
Co -1.34303 0.30255 0.07475 -0.60
Se -5.31666 -1.33119 -1.92622 -0.22
Sb -4.78391 0.22921 -0.17365 -0.23
Se -3.05224 -0.45329 1.53103 0.21
Se -2.90774 1.57481 -1.23477 0.17
Se -6.57773 1.47405 0.84409 -0.20
C 1.56611 -1.68365 0.53000 -0.27
N 2.11460 -0.56443 -0.20898 -0.20
C 1.58550 -0.45404 -1.55798 -0.30
P 0.19775 0.75487 -1.48276 0.96
C 1.05397 2.35036 -1.30205 -0.36
C 2.41399 2.54784 -1.52047 -0.07
C 2.97552 3.80712 -1.36103 -0.08
C 2.18205 4.88500 -1.00174 -0.09
C 0.82181 4.70223 -0.79855 -0.07
C 0.26395 3.44179 -0.93558 -0.14
C -0.33455 0.74443 -3.22332 -0.38
C -0.79095 -0.46220 -3.75568 -0.09
C -1.24519 -0.52576 -5.06181 -0.07
C -1.25469 0.61703 -5.84969 -0.09
C -0.81284 1.82052 -5.32384 -0.08
C -0.35334 1.88638 -4.01590 -0.09
C 3.49622 -0.33261 0.00296 -0.26
C 3.88366 0.23279 1.21886 -0.02
C 5.21875 0.47804 1.48631 -0.08
C 6.19056 0.18303 0.53838 -0.11
C 5.81171 -0.37118 -0.67387 -0.09
C 4.47569 -0.63934 -0.93959 -0.03
P -0.28668 -1.56165 0.78920 0.94
C -0.40662 -2.09871 2.52081 -0.39
C 0.38143 -1.47033 3.48433 -0.11
C 0.23724 -1.78806 4.82547 -0.08
C -0.70160 -2.73162 5.21759 -0.09
C -1.50056 -3.34780 4.26643 -0.08
C -1.36370 -3.02742 2.92424 -0.13
C -0.84523 -3.00122 -0.16455 -0.36
C -0.28871 -4.26547 0.05115 -0.11
C -0.71632 -5.35185 -0.69033 -0.09
C -1.71366 -5.18830 -1.64902 -0.08
C -2.28003 -3.94268 -1.85652 -0.07
C -1.84642 -2.85027 -1.11449 -0.12
H 2.05084 -1.73738 1.50304 0.08
H 1.77626 -2.62866 0.00531 0.09
H 1.20162 -1.41140 -1.93266 0.10
H 2.33479 -0.11734 -2.27206 0.08
H 3.05962 1.73094 -1.80992 0.09
H 4.03854 3.94093 -1.51933 0.10
H 2.62344 5.86548 -0.87239 0.10
H 0.19449 5.53738 -0.51407 0.11
H -0.79502 3.29350 -0.75857 0.04
H -0.83731 -1.35135 -3.13676 0.09
H -1.61302 -1.46435 -5.45588 0.10
H -1.62271 0.57138 -6.86685 0.10
H -0.83439 2.71862 -5.92832 0.10
H -0.02019 2.83351 -3.61191 0.10
H 3.11312 0.50847 1.92978 0.11
H 5.50038 0.92716 2.43045 0.10
H 7.23325 0.38906 0.74274 0.10
H 6.56071 -0.61018 -1.41875 0.10
H 4.19700 -1.09105 -1.88350 0.11
H 1.08961 -0.70359 3.19508 0.07
H 0.84920 -1.28611 5.56419 0.10
H -0.82073 -2.97482 6.26608 0.10
H -2.25061 -4.06737 4.56889 0.10
H -2.00883 -3.48872 2.18889 0.10
H 0.47266 -4.40266 0.81116 0.11
H -0.28272 -6.32879 -0.51489 0.10
H -2.06202 -6.04211 -2.21706 0.10
H -3.09217 -3.79881 -2.55770 0.09
H -2.33422 -1.89298 -1.26949 0.04
S -0.16508 1.71055 1.91814 0.64
C -1.51817 2.43636 2.59765 -1.13
N -2.58748 2.83181 1.95068 -0.08
C -3.75393 3.26788 2.69533 -0.22
C -3.38097 3.28268 4.18900 -0.40
S -1.65995 2.69370 4.31787 0.90
H -2.70281 2.54735 0.96849 -0.01
H -4.57535 2.57637 2.49281 0.02
H -4.05423 4.25819 2.35031 0.12
H -4.02007 2.60787 4.75295 0.07
H -3.45167 4.27951 4.61809 0.06
```

Output
Net charge: -1
Lowest unoccupied orbital energy (spin up / spin down) (Eh): 0.080 / 0.080
HOMO-LUMO gap (spin up / spin down) (eV): 6.3121 / 6.3256
Spin multiplicity: 2
<S²>: 0.80

---

Formula: C19H45I2NOP3Ti
Source: the OMol25 dataset
Level of theory: ωB97M-V/def2-TZVPD

```
72
Properties=species:S:1:pos:R:3:lowdin_charge:R:1
I 0.15896 -0.96535 -6.35146 0.56
I 0.12285 1.98115 -5.32942 0.55
Ti 0.05606 0.28013 -1.88449 0.52
P -2.32534 0.43976 -2.55392 0.75
C -2.72344 0.19265 -4.30933 -0.32
C -3.32275 -0.82734 -1.70301 -0.21
H -4.30993 -0.39926 -1.48301 0.08
H -4.09753 1.84915 -1.65271 0.08
H -2.87408 -1.19103 -0.77161 0.01
H -2.50831 2.61200 -1.36040 0.05
H -2.19292 -0.69270 -4.68190 -0.03
H -3.43061 -1.68046 -2.38440 0.07
C -3.09861 2.02352 -2.07495 -0.20
H -3.80347 0.08039 -4.45902 0.09
H -3.17306 2.59469 -3.00647 0.07
H -2.33709 1.02967 -4.91490 -0.06
P 2.57105 0.40846 -2.35501 0.78
C 2.82278 0.33530 -4.15695 -0.36
C 3.46335 1.92711 -1.84664 -0.21
H 3.66027 -1.12777 -0.60523 0.04
H 4.64628 -0.76533 -2.03018 0.08
H 3.23756 -1.87814 -2.15814 0.06
C 3.61975 -0.96093 -1.69287 -0.21
H 3.19108 2.21159 -0.81908 0.03
H 4.55583 1.77555 -1.91079 0.09
H 3.89180 0.33070 -4.38115 0.08
H 2.36941 1.19837 -4.69956 -0.11
H 3.17143 2.74303 -2.52143 0.07
H 2.34233 -0.55622 -4.58222 -0.04
C 0.08562 -1.40311 -2.97418 -0.15
O 0.23516 -2.48301 -3.46485 0.11
C 1.92904 -2.26616 1.63279 -0.09
C 0.48573 -1.98494 2.09379 -0.58
C -0.38488 -3.05945 1.39839 -0.08
C 0.41955 -2.17114 3.64241 -0.05
P -0.09478 -0.26245 1.51734 1.09
N -0.09348 -0.30731 -0.15696 -0.25
C -1.77450 0.07545 2.34042 -0.58
C -1.77409 0.30001 3.87799 -0.05
C -2.39101 1.33435 1.68875 -0.08
C -2.73576 -1.09971 2.11052 -0.08
C 1.04248 1.29004 1.85895 -0.56
C 0.61080 2.35167 0.82525 -0.07
C 0.97292 1.80666 3.30032 -0.05
C 2.49198 0.85709 1.61703 -0.09
H 2.11562 -3.35202 1.73218 0.11
H 2.67433 -1.74184 2.24641 0.08
H 2.02061 -1.99755 0.57182 0.05
H 0.19424 -3.99408 1.34104 0.10
H -1.29339 -3.27521 1.96911 0.08
H -0.63126 -2.78906 0.36188 0.06
H 0.99856 -1.40891 4.19008 0.09
H -0.60105 -2.20449 4.05754 0.08
H 0.87499 -3.13888 3.92792 0.12
H -1.72829 1.36433 4.12786 0.08
H -2.73296 -0.05096 4.29642 0.11
H -0.98222 -0.24165 4.39990 0.06
H -2.32716 1.26758 0.58776 0.05
H -3.46004 1.38693 1.97572 0.12
H -1.92318 2.26643 2.04809 0.08
H -2.73304 -1.43324 1.06713 0.05
H -2.55828 -1.94793 2.78997 0.09
H -3.73843 -0.70590 2.34878 0.11
H -0.38168 2.78120 1.01844 0.07
H 1.37351 3.14349 0.80355 0.11
H 0.55638 1.96199 -0.21193 0.02
H 1.15409 1.01567 4.03915 0.09
H 1.77360 2.54229 3.45626 0.11
H 0.04069 2.31370 3.55840 0.08
H 2.86565 0.21577 2.42923 0.09
H 2.57860 0.34260 0.65245 0.03
H 3.16170 1.73304 1.58719 0.11
```

Output
Net charge: +3
Lowest unoccupied orbital energy (spin up / spin down) (Eh): -0.436 / -0.436
HOMO-LUMO gap (spin up / spin down) (eV): 6.3019 / 6.3009